No. 1
This record from the OMol25 dataset describes a cluster of 2 separate species, C8H19BrN4O2PS in total. The level of theory is ωB97M-V/def2-TZVPD.

```
36
Properties=species:S:1:pos:R:3:lowdin_charge:R:1
C 1.124 -0.164 2.729 -0.2950
P 0.675 0.563 1.070 0.9028
C 1.659 2.148 0.842 -0.2602
N -1.029 1.124 1.020 -0.0977
C -1.925 0.253 1.621 -0.5038
N -1.707 -1.118 1.820 -0.3359
S -2.120 -2.099 0.429 0.7937
N -3.078 0.750 2.008 0.1072
C -3.454 2.165 1.883 -0.1036
C -3.610 2.671 0.424 -0.8099
O -3.356 3.785 0.211 0.0825
Br -4.162 1.550 -1.072 0.7503
H 2.214 -0.029 2.880 0.0512
H 0.958 -1.264 2.657 0.0282
H 0.503 0.192 3.581 0.0408
H 0.956 2.916 0.431 0.0419
H 2.459 2.030 0.089 0.0393
H 2.015 2.565 1.810 0.0421
H -1.331 1.171 0.033 0.0938
H -2.173 -1.442 2.670 0.1016
H -1.728 -1.280 -0.605 -0.1124
H -3.750 0.124 2.450 0.1746
H -4.451 2.291 2.370 0.1527
H -2.763 2.812 2.464 0.1532
C 1.057 -1.136 -2.435 -0.3671
O 0.980 -0.011 -1.969 -0.0649
N 2.201 -1.753 -2.783 -0.1954
C 2.216 -3.096 -3.334 -0.0493
C 3.460 -1.051 -2.601 -0.0335
H 0.161 -1.754 -2.614 0.1251
H 2.805 -3.745 -2.683 0.0928
H 2.668 -3.073 -4.327 0.0944
H 1.205 -3.493 -3.412 0.0842
H 3.583 -0.797 -1.547 0.0893
H 3.447 -0.128 -3.182 0.0962
H 4.290 -1.675 -2.926 0.0907
```

* LUMO: -4.14 eV
* net charge: +1

No. 2
This record from the OMol25 dataset describes the molecule C8H19FN2Si. The level of theory is ωB97M-V/def2-TZVPD.

```
31
Properties=species:S:1:pos:R:3:lowdin_charge:R:1
C -1.575 1.902 -0.785 -0.0908
C -1.505 -1.826 0.255 -0.0631
C -2.050 0.189 1.817 -0.0360
C -3.469 -0.378 -0.231 -0.0504
C 3.911 -1.452 -1.035 -0.1539
C 3.880 1.434 0.410 -0.1740
C -1.066 0.497 -0.503 -0.3953
C -2.043 -0.394 0.390 -0.5188
N 0.254 0.558 0.088 -0.0230
N 1.161 0.103 -0.679 -0.0401
F 2.636 -0.836 1.332 -0.1552
Si 2.939 -0.161 -0.089 0.4610
H -2.569 2.026 -1.336 0.0931
H -1.033 2.501 -1.554 0.0768
H -1.656 2.592 0.079 0.0729
H -1.388 -2.174 -0.807 0.1088
H -0.578 -1.932 0.716 0.0460
H -2.122 -2.448 0.813 0.0559
H -2.141 1.267 1.621 0.0711
H -1.133 -0.030 2.217 0.0372
H -2.860 -0.042 2.575 0.1088
H -3.986 0.346 0.180 0.0080
H -3.981 -1.332 -0.058 0.0830
H -3.530 -0.195 -1.386 0.1212
H 4.219 -2.214 -0.395 0.0017
H 3.467 -1.976 -1.840 0.0099
H 4.831 -0.985 -1.553 0.0681
H 4.679 0.916 1.048 0.0523
H 4.394 1.898 -0.525 0.0516
H 3.195 2.170 0.812 0.0123
H -0.881 -0.021 -1.577 0.1611
```

* SMILES: C[C@@H](/N=N/[Si](C)(C)F)C(C)(C)C
* LUMO: 0.52 eV
* energy above the lowest of the compared OMol25 structures with the same formula, charge and spin: 0.0 kcal per mole

No. 3
This record from the OMol25 dataset describes a cluster of 2 separate species, C8H19FNO4P in total. The level of theory is ωB97M-V/def2-TZVPD.

```
34
Properties=species:S:1:pos:R:3:lowdin_charge:R:1
C -0.429 -3.062 0.072 -0.0778
O -0.162 -2.470 -1.175 -0.1414
C 0.625 -1.319 -1.127 -0.3581
C 2.122 -1.691 -1.239 -0.0262
C 2.560 -1.841 -2.656 -0.4349
O 2.233 -2.696 -3.453 0.1486
F 3.406 -0.840 -3.039 0.0758
C 0.175 -0.341 -2.251 -0.4816
N -0.890 -0.907 -3.071 0.0081
P -0.517 1.218 -1.541 0.8821
C 0.964 1.896 -0.699 -0.2698
O -1.404 0.601 -0.301 -0.3060
H 0.258 -3.879 0.280 0.0844
H -1.439 -3.450 0.041 0.0911
H -0.379 -2.347 0.890 0.0884
H 0.511 -0.812 -0.173 0.1029
H 2.718 -0.963 -0.706 0.1202
H 2.251 -2.655 -0.763 0.1313
H 1.021 0.000 -2.852 0.0983
H -0.519 -1.669 -3.624 0.0748
H -1.168 -0.205 -3.744 0.0549
H 1.694 2.208 -1.437 0.0356
H 0.649 2.774 -0.150 0.0221
H 1.432 1.212 0.007 0.0328
H -1.986 1.309 -0.029 0.0135
C -1.899 2.257 4.473 -0.0899
C -1.034 1.912 3.276 -0.3114
O -1.669 2.253 2.044 -0.1007
H -2.858 1.742 4.409 0.0768
H -1.410 1.971 5.405 0.0748
H -2.103 3.329 4.508 0.0726
H -0.848 0.841 3.233 0.1130
H -0.068 2.424 3.341 0.1097
H -1.836 3.199 2.050 0.0860
```

* SMILES: CO[C@@H](CC(=O)F)[C@@H](N)P(C)O.CCO
* LUMO: 0.59 eV

No. 4
This record from the OMol25 dataset describes a structure of composition C8H19GaNS6. The level of theory is ωB97M-V/def2-TZVPD.

```
35
Properties=species:S:1:pos:R:3:lowdin_charge:R:1
Ga -0.307 -0.054 -0.409 -0.3189
S -0.541 -2.564 -0.656 0.8827
S -0.539 2.420 -0.404 0.9096
C 0.709 -3.205 0.519 -0.3438
C 0.420 -2.473 -2.213 -0.3960
C 1.275 -1.243 -2.515 -0.2225
N 0.459 -0.004 -2.293 -0.1626
C 1.162 1.312 -2.470 -0.2176
C 0.209 2.447 -2.093 -0.3750
H -0.368 -2.577 -2.967 0.0866
H 1.028 -3.384 -2.250 0.0995
H 1.618 -1.260 -3.568 0.1436
H 2.138 -1.192 -1.838 0.0831
H 1.469 1.412 -3.528 0.1422
H 2.045 1.299 -1.817 0.0940
H -0.663 2.473 -2.758 0.0884
H 0.721 3.413 -2.184 0.0996
C 0.818 3.123 0.555 -0.3694
H -0.368 -0.032 -2.899 0.1361
H 1.758 2.555 0.482 0.0195
H 0.497 3.120 1.604 0.0112
H 0.956 4.155 0.205 0.0574
H 0.270 -3.142 1.518 0.0452
H 1.636 -2.612 0.498 -0.0081
H 0.899 -4.250 0.263 0.0514
C -2.849 -0.035 0.187 -0.3854
C -2.196 -0.011 -1.155 -0.3610
H -3.317 0.933 0.441 0.0850
H -3.518 -0.918 0.314 0.0930
H -2.439 0.900 -1.747 0.0662
H -2.408 -0.906 -1.778 0.0613
S -1.522 -0.449 1.704 0.4373
S -0.371 0.849 2.883 0.1414
S 1.528 0.052 2.416 0.0763
S 1.842 -0.138 0.440 0.2496
```

* LUMO: -3.66 eV
* net charge: +1

no.,gap between HOMO and LUMO (eV)
1,6.74
2,8.76
3,9.02
4,7.38